A molecular structure, C13H18KN7, computed with the ωB97M-V functional and the def2-TZVPD basis.

* HOMO level: -7.9 eV
* orbital gap: 7.913 eV
* LUMO level: 0.05 eV
* E: -40528.0049 eV
* total charge: 0

Each line ends with the Löwdin charge.
Element x y z (Å)
K (-0.208, 0.119, 1.058)  0.81
C (-2.577, 1.242, -1.029)  -0.20
C (-1.486, 2.291, -0.736)  -0.23
N (-0.216, 1.878, -1.300)  -0.10
C (1.082, 2.318, -0.841)  -0.16
C (2.063, 1.144, -0.727)  -0.27
C (3.423, 1.223, -0.447)  -0.01
C (4.096, 0.026, -0.223)  -0.05
C (3.429, -1.195, -0.236)  -0.01
C (2.070, -1.176, -0.525)  -0.27
C (1.094, -2.355, -0.425)  -0.16
N (-0.196, -2.028, -0.994)  -0.09
C (-1.474, -2.288, -0.357)  -0.23
C (-2.552, -1.295, -0.837)  -0.20
N (-2.531, 0.029, -0.216)  -0.13
N (1.485, -0.034, -0.816)  0.02
H (-2.479, 0.960, -2.082)  0.11
H (-3.554, 1.726, -0.928)  0.12
H (-1.385, 2.434, 0.346)  0.10
H (-1.835, 3.259, -1.125)  0.11
H (-0.263, 1.815, -2.305)  0.12
H (0.975, 2.775, 0.150)  0.13
H (1.525, 3.097, -1.475)  0.12
H (3.942, 2.170, -0.374)  0.11
H (5.155, 0.048, 0.005)  0.11
H (3.952, -2.112, 0.002)  0.11
H (0.972, -2.600, 0.637)  0.13
H (1.552, -3.241, -0.880)  0.12
H (-0.236, -2.232, -1.980)  0.12
H (-1.367, -2.234, 0.732)  0.10
H (-1.847, -3.305, -0.553)  0.11
H (-3.533, -1.761, -0.691)  0.12
H (-2.421, -1.173, -1.916)  0.11
H (-3.205, 0.078, 0.536)  0.11
N (-2.638, 0.386, 3.716)  0.07
C (-1.692, 0.240, 4.377)  -0.45
N (-0.565, 0.061, 5.068)  0.03
C (0.366, -0.091, 4.154)  -0.45
N (1.078, -0.202, 3.233)  -0.01